No. 1
The following is a DFT calculation (ωB97M-V/def2-TZVPD) of C6H26NO8 as an isolated structure.

Calculated values
Net charge: +1
HOMO-LUMO gap in eV: 8.40
HOMO in eV: -12.3
LUMO energy in eV: -3.86
Strongest force on any atom in eV Å⁻¹: 7.10
Energy relative to the best compared isomer or geometry (same formula, charge and spin) in kcal/mol: 121.4

Last column: Mulliken charge in e.
Atoms and positions in Å:
1 C 0.551 -0.456 3.398  -0.503
2 O 0.471 -1.357 2.316  -0.393
3 C 0.123 0.959 2.834  -0.549
4 C -1.033 0.745 1.900  -0.635
5 C -0.683 0.678 0.420  -0.534
6 C -1.520 0.348 -0.605  -0.430
7 N -1.140 -0.063 -1.876  0.010
8 C -1.909 -0.076 -2.908  -0.271
9 H -0.027 -0.905 4.149  0.369
10 H 1.580 -0.494 3.828  0.265
11 H 1.023 -0.846 1.679  0.188
12 H 0.819 1.762 2.415  0.301
13 H -0.387 1.462 3.719  0.296
14 H -1.713 -0.044 2.304  0.217
15 H -1.752 1.715 1.919  0.315
16 H 0.273 1.046 0.152  0.531
17 H -2.644 0.335 -0.453  0.764
18 H 4.179 -0.619 1.715  0.288
19 H -1.593 -0.568 -3.838  0.220
20 H -2.951 0.475 -3.037  0.222
21 H -2.944 -2.540 1.209  0.278
22 H -1.999 -2.778 2.292  0.304
23 O -2.416 -3.174 1.551  -0.587
24 H 3.852 0.455 -1.762  0.299
25 H 2.015 -0.813 -2.015  0.430
26 O 3.131 0.665 -1.201  -0.611
27 H 3.559 0.390 -0.450  0.384
28 H 3.263 -1.451 0.628  0.280
29 O 3.917 -0.797 0.842  -0.656
30 H -0.145 3.646 -1.694  0.310
31 H -0.236 2.564 -2.652  0.259
32 O -0.785 2.951 -2.095  -0.542
33 H -3.365 2.606 -0.175  0.302
34 H -3.220 2.338 -1.801  0.300
35 O -3.732 2.263 -0.935  -0.618
36 H 0.924 -2.590 -1.365  0.272
37 H 2.384 -3.191 -1.243  0.268
38 O 1.753 -2.488 -1.087  -0.524
39 H 0.079 -0.421 -2.101  0.358
40 H 1.190 -0.934 -3.456  0.258
41 O 1.109 -0.801 -2.524  -0.437

***

No. 2
The following is a DFT calculation (ωB97M-V/def2-TZVPD) of a 10-piece molecular cluster, C25H64Cl5NO16 overall.

Calculated values
HOMO-LUMO gap in eV: 7.31
HOMO in eV: -8.0
LUMO energy in eV: -0.72
Strongest force on any atom in eV Å⁻¹: 3.01

Last column: Mulliken charge in e.
Atoms and positions in Å:
1 C -2.829 -6.992 1.318  -1.149
2 C -2.205 -5.979 2.370  -0.767
3 C -2.751 -4.561 2.276  -0.468
4 C -4.072 -4.378 2.999  -1.079
5 N -5.112 -3.347 2.482  0.653
6 C -4.632 -2.038 3.036  -0.729
7 C -5.580 -1.658 4.161  -0.640
8 C -6.977 -2.329 3.776  -0.679
9 C -6.492 -3.674 3.155  -0.472
10 C -5.331 -3.335 0.966  -1.111
11 H -3.906 -7.157 1.335  0.308
12 H -2.294 -7.922 1.513  0.361
13 H -2.634 -6.685 0.290  0.329
14 H -1.117 -5.923 2.411  0.447
15 H -2.469 -6.306 3.376  0.337
16 H -2.778 -4.368 1.203  0.212
17 H -1.974 -3.919 2.690  0.462
18 H -3.840 -4.281 4.059  0.370
19 H -4.740 -5.235 2.909  0.548
20 H -4.766 -1.260 2.285  0.425
21 H -3.571 -2.008 3.284  0.308
22 H -5.677 -0.593 4.371  0.440
23 H -5.196 -2.079 5.091  0.313
24 H -7.313 -1.604 3.034  0.323
25 H -7.706 -2.446 4.578  0.385
26 H -7.298 -3.915 2.461  0.256
27 H -6.294 -4.472 3.870  0.418
28 H -5.909 -2.473 0.631  0.372
29 H -5.657 -4.300 0.578  0.343
30 H -4.324 -3.096 0.623  0.479
31 Cl 0.575 0.570 0.125  1.535
32 O -0.339 -0.499 -0.272  -0.651
33 O -0.128 1.711 0.669  -0.615
34 O 1.319 -0.073 1.169  -0.678
35 O 1.542 0.956 -0.890  -0.595
36 C -4.545 5.187 1.662  -0.365
37 C -4.743 6.748 1.644  -0.261
38 O -5.728 7.124 2.630  -0.551
39 O -5.750 4.467 1.651  -0.523
40 H -3.802 4.809 2.364  0.261
41 H -4.147 4.834 0.711  0.233
42 H -4.917 7.255 0.695  0.327
43 H -3.753 7.078 1.957  0.260
44 H -5.637 8.069 2.777  0.282
45 H -6.224 4.967 2.319  0.337
46 C 3.408 -4.510 -1.453  -0.137
47 C 4.046 -5.313 -2.596  -0.544
48 O 3.077 -6.031 -3.348  -0.521
49 O 3.531 -5.154 -0.218  -0.516
50 H 2.385 -4.210 -1.677  0.221
51 H 3.865 -3.521 -1.423  0.251
52 H 4.589 -6.157 -2.170  0.383
53 H 4.607 -4.656 -3.260  0.287
54 H 3.568 -6.545 -3.993  0.298
55 H 3.512 -6.079 -0.472  0.283
56 C 3.936 4.131 3.488  -0.322
57 C 5.101 3.355 3.025  -0.331
58 O 5.094 3.086 1.666  -0.511
59 O 4.219 5.551 3.340  -0.537
60 H 3.610 3.817 4.479  0.298
61 H 3.131 3.956 2.774  0.249
62 H 5.155 2.382 3.515  0.282
63 H 6.098 3.733 3.249  0.283
64 H 4.375 2.517 1.382  0.292
65 H 3.971 5.735 2.431  0.295
66 C 3.831 6.835 -2.037  -0.401
67 C 4.858 5.655 -2.500  -0.322
68 O 6.185 5.797 -1.981  -0.510
69 O 3.493 6.592 -0.715  -0.477
70 H 2.863 6.948 -2.525  0.326
71 H 4.263 7.832 -2.131  0.219
72 H 4.911 5.535 -3.582  0.346
73 H 4.426 4.679 -2.279  0.210
74 H 6.137 5.563 -1.051  0.296
75 H 2.720 6.026 -0.781  0.315
76 C 0.720 -2.078 -5.886  -0.277
77 C -0.378 -1.217 -6.455  -0.461
78 O -1.016 -1.800 -7.540  -0.500
79 O 0.221 -3.348 -5.579  -0.528
80 H 1.166 -1.643 -4.991  0.340
81 H 1.499 -2.064 -6.649  0.259
82 H 0.133 -0.308 -6.774  0.308
83 H -0.944 -0.901 -5.579  0.247
84 H -1.299 -2.661 -7.223  0.343
85 H 0.976 -3.810 -5.207  0.268
86 C 6.293 -0.143 -4.435  -0.601
87 C 7.217 0.799 -5.233  -0.071
88 O 7.904 -0.006 -6.251  -0.528
89 O 7.109 -1.076 -3.670  -0.534
90 H 5.807 -0.875 -5.079  0.219
91 H 5.474 0.285 -3.857  0.414
92 H 7.916 1.334 -4.591  0.203
93 H 6.694 1.595 -5.763  0.283
94 H 8.158 -0.825 -5.820  0.306
95 H 7.210 -0.636 -2.822  0.309
96 Cl -0.681 4.005 -4.969  -0.212
97 C -2.045 3.604 -3.857  -0.408
98 C -3.247 4.416 -4.076  -0.318
99 Cl -3.023 6.153 -3.832  -0.184
100 H -1.657 3.747 -2.848  0.267
101 H -2.270 2.539 -3.902  0.282
102 H -3.826 3.989 -3.257  0.235
103 H -3.814 4.295 -4.999  0.340
104 Cl -1.219 -1.178 7.491  -0.197
105 C 0.210 -0.762 6.420  -0.391
106 C 1.455 -0.501 7.279  -0.452
107 Cl 1.932 -2.010 8.105  -0.188
108 H 0.058 0.116 5.792  0.312
109 H 0.408 -1.567 5.711  0.298
110 H 1.247 0.248 8.044  0.309
111 H 2.366 -0.133 6.807  0.312

***

No. 3
The following is a DFT calculation (ωB97M-V/def2-TZVPD) of C3H6FNOS in the gas phase.

Calculated values
HOMO-LUMO gap in eV: 10.08
HOMO in eV: -9.4
LUMO energy in eV: 0.67
Strongest force on any atom in eV Å⁻¹: 5.04
SMILES: O=C[C@H](CS)NF
Energy relative to the best compared isomer or geometry (same formula, charge and spin) in kcal/mol: 86.2

Last column: Mulliken charge in e.
Atoms and positions in Å:
1 O -1.200 -0.164 1.922  -0.417
2 C -1.213 -0.637 0.844  0.004
3 C -0.256 -0.339 -0.306  0.139
4 C 0.828 0.666 0.062  -0.730
5 S 2.407 -0.381 0.445  -0.243
6 N -1.025 0.293 -1.486  -0.340
7 F -2.098 -0.494 -1.724  -0.178
8 H -2.055 -1.369 0.550  0.296
9 H 0.210 -1.273 -0.753  0.371
10 H 0.696 1.369 0.973  0.321
11 H 1.133 1.193 -0.844  0.387
12 H 1.972 -1.301 1.308  0.129
13 H -1.203 1.214 -1.232  0.261

***

No. 4
The following is a DFT calculation (ωB97M-V/def2-TZVPD) of C35H40F10N3ORb as an isolated structure.

Calculated values
Net charge: -2
HOMO-LUMO gap in eV: 5.67
HOMO in eV: -1.7
LUMO energy in eV: 3.92
Strongest force on any atom in eV Å⁻¹: 1.79
Energy relative to the best compared isomer or geometry (same formula, charge and spin) in kcal/mol: 30.2

Last column: Mulliken charge in e.
Atoms and positions in Å:
1 Rb -0.983 -0.121 -0.528  0.653
2 C 2.843 -2.136 -0.246  -1.365
3 C 2.569 -2.330 1.150  -0.031
4 C 1.346 -3.039 1.235  0.217
5 C 0.955 -3.339 -0.111  -0.471
6 C 1.891 -2.855 -1.012  -0.226
7 C 1.917 -3.151 -2.498  2.472
8 C 2.859 -4.344 -2.740  -1.878
9 C 0.525 -3.537 -3.012  -1.702
10 C 2.421 -1.961 -3.321  -1.742
11 C 0.545 -3.642 2.405  2.990
12 C -0.326 -2.607 3.146  -1.840
13 C -0.444 -4.700 1.885  -2.345
14 C 1.458 -4.386 3.393  -1.841
15 C 3.474 -1.641 2.186  2.735
16 C 4.221 -0.451 1.563  -1.861
17 C 2.711 -1.030 3.375  -1.734
18 C 4.543 -2.619 2.708  -1.929
19 H 3.824 -1.873 -0.624  0.277
20 H 0.088 -3.924 -0.393  0.299
21 H 2.582 -5.181 -2.094  0.305
22 H 3.894 -4.068 -2.513  0.343
23 H 2.810 -4.676 -3.787  0.474
24 H 0.198 -4.491 -2.588  0.297
25 H 0.542 -3.641 -4.102  0.436
26 H -0.212 -2.775 -2.750  0.264
27 H 3.355 -1.564 -2.915  0.239
28 H 1.691 -1.149 -3.326  0.193
29 H 2.598 -2.272 -4.357  0.528
30 H -0.969 -2.088 2.430  0.287
31 H 0.258 -1.858 3.672  0.139
32 H -0.970 -3.110 3.878  0.517
33 H -1.239 -4.243 1.290  0.315
34 H -0.918 -5.195 2.739  0.505
35 H 0.060 -5.459 1.281  0.413
36 H 2.110 -3.718 3.948  0.242
37 H 2.090 -5.095 2.851  0.307
38 H 0.855 -4.945 4.119  0.464
39 H 3.518 0.318 1.237  0.119
40 H 4.833 -0.738 0.705  0.300
41 H 4.884 -0.010 2.316  0.547
42 H 1.856 -0.460 3.006  0.126
43 H 3.370 -0.348 3.926  0.525
44 H 2.356 -1.774 4.081  0.268
45 H 5.232 -2.887 1.901  0.370
46 H 4.094 -3.541 3.079  0.241
47 H 5.122 -2.161 3.522  0.458
48 C 1.129 3.029 0.826  -1.223
49 N -0.290 2.765 0.667  1.143
50 C -0.976 2.938 1.941  -1.112
51 C -2.422 2.460 2.008  -0.949
52 N -2.542 1.081 1.587  0.301
53 C -3.558 0.339 1.989  -0.200
54 C -3.658 -1.020 1.528  -0.274
55 F -2.790 -1.437 0.564  -0.191
56 C -4.573 -1.942 1.965  0.073
57 F -4.538 -3.198 1.487  -0.360
58 C -5.553 -1.596 2.879  0.485
59 F -6.444 -2.505 3.344  -0.363
60 C -5.591 -0.277 3.280  0.295
61 F -6.578 0.116 4.109  -0.347
62 C -4.661 0.649 2.853  0.356
63 F -4.874 1.928 3.270  -0.366
64 C -0.850 3.595 -0.400  -0.465
65 C -0.467 3.115 -1.809  -1.279
66 N -1.268 2.001 -2.268  -0.408
67 C -2.418 2.181 -2.884  0.438
68 C -3.113 1.021 -3.369  -0.010
69 F -2.582 -0.195 -3.079  -0.250
70 C -4.242 1.052 -4.145  -0.296
71 F -4.777 -0.093 -4.605  -0.336
72 C -4.844 2.256 -4.479  0.731
73 F -5.945 2.298 -5.270  -0.364
74 C -4.268 3.408 -3.986  -0.030
75 F -4.844 4.592 -4.272  -0.347
76 C -3.124 3.380 -3.214  0.482
77 F -2.685 4.585 -2.752  -0.378
78 H 1.328 4.100 1.023  0.303
79 H 1.520 2.445 1.663  0.288
80 H 1.681 2.736 -0.066  0.286
81 H -0.411 2.367 2.683  0.408
82 H -0.962 4.002 2.252  0.249
83 H -2.728 2.621 3.047  0.471
84 H -3.056 3.116 1.392  0.349
85 H -1.937 3.570 -0.329  0.161
86 H -0.533 4.650 -0.271  0.176
87 H -0.508 3.980 -2.480  0.268
88 H 0.571 2.766 -1.802  0.466
89 O 2.325 0.404 -1.247  -0.448
90 C 1.787 -0.261 -0.476  0.371

***

No. 5
The following is a DFT calculation (ωB97M-V/def2-TZVPD) of a 2-piece molecular cluster, C6H16N2O overall.

Calculated values
Net charge: +1
HOMO-LUMO gap (spin up / spin down) in eV: 10.37 / 5.39
HOMO (spin up / spin down) in eV: -13.5 / -13.5
LUMO energy (spin up / spin down) in eV: -3.14 / -8.09
Strongest force on any atom in eV Å⁻¹: 2.14
2S+1: 2
Energy relative to the best compared isomer or geometry (same formula, charge and spin) in kcal/mol: 2.2

Last column: Mulliken spin population.
Atoms and positions in Å:
1 N -2.211 0.978 -0.596  0.624
2 C -0.939 0.620 -0.057  0.076
3 C -0.913 1.015 1.435  0.025
4 C 0.489 0.744 1.975  0.002
5 C 1.373 1.723 2.002  0.011
6 C -0.921 -1.031 -0.216  0.206
7 N -0.014 -1.436 -1.235  0.059
8 C 0.485 -2.807 -0.982  0.027
9 H -2.462 0.585 -1.508  -0.011
10 H -2.991 0.759 0.032  -0.011
11 H -0.124 1.002 -0.659  -0.010
12 H -1.616 0.372 1.966  -0.006
13 H -1.068 2.086 1.479  -0.001
14 H 0.758 -0.256 2.295  0.001
15 H 2.402 1.601 2.315  0.000
16 H 1.071 2.738 1.793  0.000
17 H -0.577 -1.296 0.776  0.002
18 H -1.915 -1.476 -0.306  0.002
19 H -0.516 -1.492 -2.116  -0.005
20 H -0.322 -3.530 -0.832  0.000
21 H 1.049 -2.826 -0.044  0.000
22 H 1.196 -3.086 -1.752  0.002
23 H 2.888 0.199 -2.013  0.000
24 H 1.544 0.149 -1.364  0.003
25 O 2.296 0.745 -1.478  0.003

***

Q: Which value of strongest force on any atom does entry 3 give?
A: 5.04 eV Å⁻¹

***

Q: Which of these has the lowest strongest force on any atom?
A: C35H40F10N3ORb

***

Q: Which of these has the highest strongest force on any atom?
A: C6H26NO8